(1)
This record from OMol25 describes an isolated molecule of C3H2N2OS. The level of theory is the ωB97M-V functional and the def2-TZVPD basis.

```
! wB97M-V def2-TZVPD RIJCOSX def2/J DEFGRID3
* xyz 0 1
C -1.368 -0.696 0.071
C -0.061 -0.175 -0.063
C 0.489 1.050 -0.029
H -1.406 -1.786 0.099
H 0.141 2.058 -0.054
N 2.096 -0.520 0.016
N 1.005 -1.090 -0.066
O 1.803 0.927 0.040
S -2.700 0.232 -0.012
*
```

Calculated values
Calculated total energy (eV): -19003.568
HOMO-LUMO gap (eV): 8.1
SMILES: S=Cc1conn1
Energy above the lowest of the compared OMol25 structures with the same formula, charge and spin (kJ/mol): 191.48
E_HOMO (Eh): -0.3393
LUMO level (eV): -1.1

***

(2)
This record from OMol25 describes an isolated molecule of C3H2N2S. The level of theory is the ωB97M-V functional and the def2-TZVPD basis.

```
! wB97M-V def2-TZVPD RIJCOSX def2/J DEFGRID3
* xyz 0 3
C 0.224 0.088 -0.465
C 0.185 -0.315 0.761
C -1.938 1.146 -0.253
N -0.889 0.955 -0.789
N -3.136 1.340 -0.157
S -3.854 2.356 0.779
H 1.026 0.248 -1.041
H -0.627 -0.430 1.436
*
```

Calculated values
Calculated total energy (eV): -16952.504
⟨S²⟩: 2.022
HOMO-LUMO gap (spin up / spin down) (eV): 8.7 / 6.5
Energy above the lowest of the compared OMol25 structures with the same formula, charge and spin (kJ/mol): 305.03
E_HOMO (spin up / spin down) (Eh): -0.3106 / -0.3044
LUMO level (spin up / spin down) (eV): 0.2 / -1.8

***

(3)
This record from OMol25 describes an isolated molecule of C3H2N2S3. The level of theory is the ωB97M-V functional and the def2-TZVPD basis.

```
! wB97M-V def2-TZVPD RIJCOSX def2/J DEFGRID3
* xyz 0 1
C 0.654 0.298 -0.123
C -0.029 -0.478 0.809
C 1.815 0.762 0.629
N 0.660 -0.426 1.937
N 1.746 0.173 1.802
S 3.178 1.683 0.043
S 3.633 -1.633 -0.220
S 4.560 0.054 -0.341
H 0.379 0.523 -1.204
H -0.916 -0.905 0.595
*
```

Calculated values
Calculated total energy (eV): -38625.080
HOMO-LUMO gap (spin up / spin down) (eV): 4.7 / 4.7
Energy above the lowest of the compared OMol25 structures with the same formula, charge and spin (kJ/mol): 232.08
E_HOMO (spin up / spin down) (Eh): -0.3097 / -0.3096
LUMO level (spin up / spin down) (eV): -3.8 / -3.8

***

(4)
This record from OMol25 describes a cluster of 2 separate species, C3H2NO3 in total. The level of theory is the ωB97M-V functional and the def2-TZVPD basis.

```
! wB97M-V def2-TZVPD RIJCOSX def2/J DEFGRID3
* xyz 1 1
C -1.244 0.395 1.060
C 2.256 -0.527 0.601
C -1.074 0.120 -1.340
N -1.315 0.565 -0.185
O -1.238 0.474 2.191
O 3.337 -0.332 0.881
O 1.133 -0.623 0.325
H -0.741 -1.017 -1.365
H -1.115 0.944 -2.168
*
```

Calculated values
Calculated total energy (eV): -10766.876
HOMO-LUMO gap (eV): 9.9
Energy above the lowest of the compared OMol25 structures with the same formula, charge and spin (kJ/mol): 1.86
E_HOMO (Eh): -0.6321
LUMO level (eV): -7.3

***

(5)
This record from OMol25 describes the ion C3H2NO3 with charge +1. The level of theory is the ωB97M-V functional and the def2-TZVPD basis.

```
! wB97M-V def2-TZVPD RIJCOSX def2/J DEFGRID3
* xyz 1 1
C -0.992 0.602 -0.113
C -0.680 -0.770 0.065
C -0.118 1.624 -0.071
N 1.828 -0.781 0.363
O 0.577 2.507 -0.053
O 2.645 -1.201 -0.366
O 0.424 -1.420 0.034
H -2.024 0.770 0.156
H -1.660 -1.330 -0.014
*
```

Calculated values
Calculated total energy (eV): -10763.681
HOMO-LUMO gap (eV): 9.4
Energy above the lowest of the compared OMol25 structures with the same formula, charge and spin (kJ/mol): 310.12
E_HOMO (Eh): -0.5927
LUMO level (eV): -6.7

***

(6)
This record from OMol25 describes a structure of composition C3H2NO4S. The level of theory is the ωB97M-V functional and the def2-TZVPD basis.

```
! wB97M-V def2-TZVPD RIJCOSX def2/J DEFGRID3
* xyz -1 1
C -0.268 -0.573 0.657
C -0.270 0.408 -0.270
C -1.402 -1.162 -0.171
N -1.395 -0.037 -0.999
O 0.214 -1.247 -3.493
O -2.040 -2.181 -0.151
O -1.824 -0.086 -4.257
O 0.127 1.199 -3.456
S -0.598 -0.051 -3.498
H 0.247 -0.791 1.572
H 0.321 1.279 -0.499
*
```

Calculated values
Calculated total energy (eV): -23657.380
HOMO-LUMO gap (spin up / spin down) (eV): 7.1 / 7.1
Energy above the lowest of the compared OMol25 structures with the same formula, charge and spin (kJ/mol): 280.31
E_HOMO (spin up / spin down) (Eh): -0.1425 / -0.1426
LUMO level (spin up / spin down) (eV): 3.2 / 3.2